(1)
{
  "formula": "C36H68N2O10",
  "method": "ωB97M-V/def2-TZVPD",
  "smiles": "CCCCCCCCCc1cc(O)c2c(c1)C(=O)C(CN)=C(CON=O)C2=O.CC(C)O.CC(C)O.CC(C)O.CC(C)O.CC(C)O",
  "spin_multiplicity": 1,
  "homo_energy_ha": -0.340,
  "elements": ["H", "H", "H", "C", "H", "H", "H", "H", "H", "H", "C", "C", "C", "C", "C", "O", "H", "C", "H", "C", "H", "C", "C", "C", "C", "H", "H", "H", "C", "O", "N", "H", "C", "H", "H", "H", "H", "C", "H", "H", "H", "H", "H", "C", "C", "H", "H", "H", "H", "H", "H", "H", "H", "H", "C", "C", "H", "H", "H", "C", "H", "H", "C", "H", "H", "C", "H", "H", "H", "O", "H", "H", "N", "H", "C", "H", "H", "H", "H", "C", "H", "H", "C", "O", "H", "H", "H", "H", "C", "C", "C", "H", "H", "O", "H", "C", "H", "C", "H", "C", "O", "C", "O", "H", "H", "H", "O", "C", "C", "H", "H", "O", "H", "C", "C", "O"],
  "coordinates": [[2.90, 1.02, -0.17], [-0.35, 3.04, 0.45], [0.55, 4.44, 0.39], [0.69, 2.14, 3.93], [3.12, 3.78, -8.53], [-6.96, 4.45, 4.91], [2.43, 2.32, -2.29], [3.78, -2.61, -0.42], [-2.93, -1.38, -1.62], [-2.95, -4.37, 2.16], [-5.05, 2.67, 3.97], [-0.43, 2.35, 4.90], [-0.06, 3.94, 2.29], [3.97, 3.30, -9.01], [-3.96, -3.98, 2.05], [1.98, 0.81, 5.40], [-5.99, 2.57, 3.43], [3.04, -0.95, 0.72], [6.68, 3.07, -9.54], [3.78, 2.33, -3.69], [-9.08, -1.30, 1.99], [-3.98, -2.56, 1.48], [2.91, -1.66, 1.90], [-8.39, -1.52, 2.81], [-7.77, -0.23, 3.31], [-4.86, -2.00, -0.44], [-5.84, 5.52, 5.77], [2.16, -2.60, -2.11], [5.48, -6.27, -1.22], [-1.04, 1.07, 5.23], [-1.47, 0.45, 4.04], [3.47, -4.67, -1.44], [2.17, 0.30, 3.08], [-9.58, -3.17, 3.54], [2.31, 2.94, -5.15], [-0.09, 2.76, 5.85], [-6.03, 3.85, 6.28], [4.64, -5.88, -2.42], [4.20, 1.56, -4.34], [-8.45, -2.51, 4.73], [4.99, -7.05, -0.65], [0.01, -3.02, -2.22], [4.46, 3.67, -2.14], [2.34, 1.01, 1.89], [0.85, 2.84, 2.79], [1.63, -2.40, 4.17], [-2.49, -0.98, 0.05], [-1.85, -3.72, -1.10], [-6.76, -2.58, 2.95], [7.14, 2.39, -7.96], [-7.05, -0.44, 4.10], [3.65, 2.32, -9.37], [-4.58, -4.65, 1.46], [4.16, -0.96, -1.05], [2.49, -1.06, 3.08], [-2.72, -1.81, -0.63], [-4.90, -2.09, 1.82], [6.07, 1.49, -9.03], [2.13, -0.81, -2.14], [-6.00, 4.51, 5.41], [-3.16, -1.98, 1.91], [2.62, 4.14, -3.90], [-9.14, -2.25, 3.92], [4.68, -4.51, -4.10], [6.47, -6.63, -1.53], [2.02, 2.47, 1.92], [4.26, 3.90, -9.88], [5.44, -3.88, -2.64], [-3.96, -3.53, -0.43], [-3.61, 4.21, 5.15], [5.36, 2.16, -2.23], [-7.24, 0.28, 2.51], [-0.22, 3.97, 0.84], [-4.39, -3.98, 3.06], [3.09, 3.38, -4.54], [-5.06, 1.97, 4.80], [0.56, -0.77, -0.32], [0.37, 4.91, 2.58], [0.91, -2.47, 0.11], [5.30, -4.78, -3.24], [4.46, -6.75, -3.05], [-1.18, -2.92, 0.33], [6.33, 2.49, -8.68], [3.34, -5.45, -1.99], [-1.22, 2.99, 4.50], [-3.62, 3.61, 5.90], [6.28, -5.10, -3.61], [4.44, 1.53, -7.19], [0.83, -1.75, -0.71], [2.78, 0.42, 0.73], [5.12, 3.15, -8.03], [-1.05, 3.84, 2.71], [-0.72, -1.41, -2.19], [-7.39, -2.36, 2.25], [-4.82, 4.78, 3.64], [1.66, 1.04, 4.26], [5.63, -5.41, -0.56], [3.41, -1.60, -0.59], [5.41, 4.13, -7.65], [2.14, -1.69, -1.50], [2.38, -1.80, 4.23], [-4.87, 4.09, 4.48], [2.82, 1.66, -2.86], [-8.53, 0.45, 3.71], [-4.24, 2.39, 3.30], [-9.93, -1.63, 4.34], [-1.26, -0.70, 4.07], [-1.52, -2.75, -0.70], [4.88, 2.93, -2.83], [3.13, -2.72, 1.93], [5.64, 3.42, -3.45], [4.70, 2.40, -6.89], [3.80, 3.88, -5.19], [-3.98, -2.51, -0.06], [-0.36, -2.23, -1.56], [2.65, 3.30, 1.31]],
  "mulliken_charge": [0.757, 0.251, 0.336, 0.013, 0.308, 0.382, 0.223, -0.054, 0.457, 0.383, -1.180, -0.302, -0.533, -1.268, -1.515, -0.587, 0.387, 0.677, 0.391, 0.500, 0.323, 0.645, -0.586, 0.312, -1.249, 0.320, 0.332, 0.496, -1.206, -0.256, 0.363, 0.247, 0.388, 0.330, 0.293, 0.286, 0.367, 0.372, 0.208, 0.332, 0.311, 0.479, 0.299, 1.399, 0.657, 0.336, 0.186, 0.433, 0.275, 0.330, 0.308, 0.341, 0.379, 0.300, -0.214, -0.640, -0.009, 0.364, 0.018, -1.394, -0.076, 0.441, -1.349, 0.304, 0.389, -0.204, 0.386, 0.218, 0.416, -0.537, 0.312, 0.289, -0.697, 0.371, -1.310, 0.337, 0.055, 0.325, 0.313, -1.137, 0.314, 0.126, -1.402, -0.542, 0.126, 0.346, 0.410, 0.280, -0.191, -1.260, 0.444, 0.290, 0.425, -0.473, 0.269, -0.263, 0.277, -0.691, 0.244, -0.430, -0.576, 0.375, -0.358, 0.494, 0.297, 0.395, -0.423, -0.394, -1.332, 0.498, 0.424, -0.396, 0.277, -0.994, -0.928, -0.602]
}


(2)
{
  "formula": "C36H69ClN3O12S",
  "method": "ωB97M-V/def2-TZVPD",
  "spin_multiplicity": 1,
  "homo_energy_ha": -0.438,
  "charge": 1,
  "elements": ["H", "O", "C", "H", "H", "H", "H", "H", "C", "H", "H", "H", "O", "S", "C", "H", "H", "H", "H", "H", "C", "H", "H", "C", "C", "H", "O", "N", "C", "H", "H", "C", "H", "H", "H", "C", "C", "C", "H", "H", "C", "H", "O", "C", "H", "H", "C", "H", "H", "H", "C", "C", "H", "C", "O", "O", "H", "O", "H", "O", "H", "H", "C", "H", "H", "H", "C", "H", "H", "H", "H", "C", "H", "O", "C", "C", "H", "N", "C", "H", "H", "C", "H", "H", "H", "H", "C", "H", "H", "H", "H", "H", "H", "H", "H", "H", "H", "H", "H", "C", "H", "O", "C", "C", "H", "O", "C", "C", "H", "H", "C", "C", "C", "N", "C", "H", "O", "Cl", "H", "C", "H", "C"],
  "coordinates": [[0.55, 1.85, 1.44], [-5.90, 0.10, -0.89], [4.78, -2.22, 3.85], [-1.81, 1.52, 1.39], [-6.53, 3.07, 1.29], [-2.05, 2.63, 2.78], [0.44, -1.39, 4.41], [-0.82, -0.50, -2.65], [-2.51, 3.87, -4.51], [4.07, -0.39, 2.86], [12.95, -4.46, 0.46], [2.03, -2.76, -3.02], [-4.96, 2.14, -0.66], [6.00, -2.94, 0.58], [4.86, -0.15, -1.77], [-1.35, -2.69, -4.01], [-0.86, 0.28, 3.12], [3.40, -3.88, 3.53], [-3.99, -1.49, -1.33], [-10.35, -0.62, 1.73], [1.20, -2.47, 2.75], [0.49, 2.95, 2.79], [-2.69, -1.56, -3.67], [12.26, -5.60, 2.16], [-2.82, 3.27, -2.29], [-0.01, 1.30, 4.33], [-1.77, 3.60, -5.58], [2.36, -1.65, -0.56], [3.64, -1.96, -0.54], [1.46, -3.41, 3.25], [2.16, -1.47, 4.45], [-9.92, -0.14, 2.61], [3.93, -1.92, -2.69], [4.14, 0.35, -1.10], [-2.55, 2.45, -1.62], [2.14, -2.33, 1.57], [-1.74, -1.69, -4.17], [1.67, -1.04, -1.71], [1.62, 0.13, 2.11], [-3.89, 3.29, -2.41], [0.01, 2.08, 2.36], [1.40, -0.41, -4.09], [-3.35, 4.73, -4.43], [-1.35, 5.80, -6.55], [12.24, -4.76, 2.85], [-1.45, 6.39, -7.47], [4.27, -2.54, 0.57], [-1.90, -1.56, -5.24], [4.68, 1.42, -3.07], [0.73, -1.87, -4.89], [-11.29, 1.71, 2.30], [-6.25, 2.77, -0.82], [-2.47, 4.20, -1.86], [0.73, -1.27, -3.99], [11.57, -2.63, 1.52], [-10.04, 1.28, 2.52], [-6.04, 3.82, -1.05], [-12.25, 1.01, 2.12], [11.42, -6.25, 2.42], [9.50, -2.85, 0.64], [-13.66, 2.57, 3.64], [-8.86, -0.36, 2.65], [-4.95, 0.82, -0.71], [6.05, -4.29, 0.46], [0.75, -0.63, -1.30], [-13.07, 3.24, 1.29], [-13.40, 3.60, 3.40], [-1.80, 6.35, -5.73], [2.22, -0.20, -2.11], [13.19, -6.15, 2.31], [-3.06, 4.53, -6.92], [10.74, -3.27, 0.93], [-8.01, 3.23, 0.33], [10.87, -4.51, 0.47], [-1.44, 2.40, 1.92], [12.14, -5.14, 0.73], [5.86, -0.02, -1.35], [4.74, 0.41, -3.11], [9.18, -1.56, 1.16], [-0.74, 0.28, -4.25], [0.40, -2.64, -2.37], [3.50, -2.74, 1.70], [5.75, -0.90, 2.42], [9.11, -1.60, 2.24], [4.90, -3.99, 2.65], [-1.55, 3.92, -7.57], [1.33, -1.32, 3.77], [9.91, -0.82, 0.85], [-14.33, 4.16, 3.27], [-7.32, 1.64, 0.67], [12.19, -5.99, 0.06], [5.38, -2.22, -1.77], [-12.34, 4.71, 1.91], [-2.50, -1.26, -0.41], [-6.76, 2.35, -1.68], [5.75, -2.57, 4.18], [-0.28, 5.69, -6.33], [0.19, -2.60, 2.38], [4.20, -2.08, 4.75], [-12.56, 3.67, 2.15], [-1.39, 3.23, 1.22], [-11.28, 3.04, 2.34], [-0.67, -0.67, -3.72], [-3.56, -1.02, -0.45], [8.21, -1.29, 0.75], [-2.16, 3.03, -3.54], [1.34, 0.09, 3.16], [4.99, -0.87, 3.19], [-10.40, -0.50, 3.51], [-12.86, 4.01, 4.26], [0.02, 0.87, 3.33], [4.10, -3.31, 2.93], [-7.08, 2.67, 0.44], [1.58, -1.83, 0.51], [1.24, -2.05, -2.77], [3.92, 0.05, -3.59], [-3.69, 0.40, -0.51], [5.66, 0.24, 4.45], [2.11, 0.66, 3.69], [-2.00, 4.44, -6.72], [-4.04, -1.40, 0.45], [4.46, -1.66, -1.78]],
  "mulliken_charge": [0.202, -0.576, -0.933, 0.128, 0.297, 0.374, 0.497, -0.258, 0.675, 0.002, 0.317, 0.393, -0.140, 0.038, -0.232, 0.345, 0.477, 0.305, 0.320, 0.334, -1.406, 0.409, 0.323, -1.101, -0.409, 0.334, -0.347, 1.373, 0.612, 0.532, 0.289, -0.719, 0.343, 0.315, -0.043, 0.674, -1.343, -1.639, -0.045, 0.334, -0.364, 0.225, -0.570, -1.101, 0.318, 0.365, 0.925, 0.351, 0.271, 0.460, 0.759, -0.339, 0.310, -0.809, -0.540, -0.309, 0.336, -0.550, 0.290, -0.248, 0.315, 0.210, 0.517, 0.260, 0.539, 0.317, -1.103, 0.320, 0.337, 0.358, 0.315, 0.676, 0.411, -0.356, -1.105, -0.171, 0.387, -0.701, -0.437, 0.379, 0.365, -0.109, 0.168, 0.313, 0.494, 0.281, -0.549, 0.392, 0.360, 0.294, 0.286, 0.656, 0.297, 0.026, 0.402, 0.495, 0.286, 0.427, 0.384, -0.200, 0.370, -0.343, 0.280, -0.652, -0.120, -0.216, -0.264, 0.172, 0.339, 0.293, -0.892, -1.833, -1.213, -1.024, -0.224, 0.220, -0.062, -0.188, 0.397, -0.188, 0.358, -1.580]
}


Values for F_max, eV Å⁻¹, ordered as above
1.0; 2.5
Values for HOMO-LUMO gap, eV, ordered as above
8.6; 7.6
Values for electronic energy, Ha, ordered as above
-2274.289206; -3338.437070